No. 1
Formula: C6H15NO
Source: the OMol25 dataset
Level of theory: ωB97M-V/def2-TZVPD

XYZ file:
```
23
Properties=species:S:1:pos:R:3:forces:R:3:mulliken_charge:R:1
C 0.64559 1.88461 -0.91754 -0.073 0.295 0.821 -1.402
C 0.56057 1.10601 0.41376 -0.020 -0.821 -1.092 0.993
C 0.87933 1.97959 1.62048 -0.538 0.600 -0.107 -1.353
C -0.80788 0.41410 0.59438 0.369 1.083 1.797 -1.134
N -1.27239 -0.42502 -0.48204 0.288 0.084 0.695 -0.234
C -1.27133 -1.85487 -0.20460 -0.841 -0.845 -2.031 -0.575
C -0.18307 -2.71415 -0.84359 1.241 0.036 -0.089 -0.475
O 1.14218 -2.21011 -0.64956 0.226 -0.114 0.341 -0.519
H 1.69458 1.96274 -1.19866 -0.039 0.222 -0.226 0.312
H 0.22891 2.88417 -0.75647 0.128 -0.010 -0.190 0.390
H 0.07758 1.44905 -1.73520 0.099 -0.196 -0.122 0.404
H 1.23234 0.26276 0.30537 0.608 -0.114 0.291 0.108
H 1.86090 2.00360 2.08358 0.224 -0.833 -0.153 0.348
H 0.11608 1.75248 2.36373 0.234 0.211 0.435 0.362
H 0.76490 3.02403 1.33350 -0.401 0.159 0.030 0.295
H -0.74983 -0.13730 1.54364 0.264 -0.509 -0.366 0.274
H -1.47514 1.21021 0.97209 -0.594 0.010 -1.043 0.397
H -0.74754 -0.21118 -1.31511 -0.125 -0.096 -0.240 0.245
H -1.32632 -2.12041 0.83089 0.071 0.481 0.755 0.421
H -2.18473 -2.26057 -0.66733 -0.114 -0.064 0.342 0.262
H -0.27657 -2.97742 -1.90813 -0.559 0.576 0.056 0.285
H -0.18071 -3.68816 -0.34978 -0.055 0.068 0.149 0.330
H 1.27257 -1.33416 -1.03341 -0.394 -0.225 -0.052 0.264
```
Positions in Å, forces in eV/Å.

As for the charge: 0. Its SMILES is CC(C)CNCCO. For the LUMO energy, the calculation gives 0.94 eV. The value obtained for the highest occupied orbital energy is -0.322 Ha. Its relative energy (zero: lowest compared OMol25 entry of this formula, charge and spin) is 47.0 kcal per mole. The calculation puts the total energy at -10001.71924 eV.

***

No. 2
Formula: C6H15NO
Source: the OMol25 dataset
Level of theory: ωB97M-V/def2-TZVPD

XYZ file:
```
23
Properties=species:S:1:pos:R:3:forces:R:3:mulliken_charge:R:1
C -1.80405 -0.39088 -0.20169 1.091 -0.326 0.830 0.002
C -3.18344 0.03703 0.19649 0.145 0.015 0.273 -1.257
C -0.77061 -0.12790 1.60305 -1.402 0.344 0.085 -1.256
N -1.23348 0.26932 -1.23275 0.116 0.157 -0.407 -0.383
H -1.61210 -1.45622 -0.23102 -0.164 0.011 -0.090 0.418
H -1.30978 1.27651 -1.25233 -0.050 -0.100 0.020 0.241
H -0.32600 -0.08023 -1.52536 -0.136 0.107 0.117 0.325
H -3.24164 1.11922 0.31892 0.009 0.011 -0.027 0.362
H -3.88688 -0.26276 -0.58482 0.105 0.018 0.012 0.353
H -3.48269 -0.43063 1.13091 -0.020 -0.001 -0.011 0.334
H 0.16468 -0.20642 2.16784 0.451 -0.003 -0.469 0.400
H -1.43201 -0.73382 2.22347 -0.214 -0.081 -0.203 0.416
H -1.08613 0.91133 1.69712 0.055 0.078 0.092 0.358
C 3.33266 -0.68745 -0.85331 -0.144 -0.029 -0.058 -1.196
C 2.03399 -0.05961 -0.42228 0.188 0.496 0.290 1.005
C 1.88984 1.27004 -0.26253 0.063 -0.277 0.098 -1.063
O 1.07034 -0.95404 -0.18467 -1.496 0.456 1.171 -0.763
H 0.21675 -0.54134 0.56857 1.551 -0.848 -1.577 0.327
H 3.17597 -1.27813 -1.75856 0.029 -0.001 0.016 0.281
H 3.68413 -1.37003 -0.07672 -0.045 0.009 -0.016 0.273
H 4.10372 0.05843 -1.04143 -0.081 0.012 -0.013 0.347
H 2.72357 1.94058 -0.39968 0.052 -0.020 -0.120 0.284
H 0.97314 1.69701 0.12080 -0.102 -0.028 -0.015 0.191
```
Positions in Å, forces in eV/Å.

As for the charge: 0. For the LUMO energy, the calculation gives 0.91 eV. The value obtained for the highest occupied orbital energy is -0.294 Ha. Its relative energy (zero: lowest compared OMol25 entry of this formula, charge and spin) is 91.1 kcal per mole. The calculation puts the total energy at -9999.80800 eV.

***

Which value of charge does entry 1 give?
0